w:
27
Properties=species:S:1:pos:R:3:lowdin_charge:R:1 method="wB97M-V/def2-TZVPD" smiles=Cc1ccc(O)cc1.CCC gap_ev=9.356 homo_energy_ev=-8.46 multiplicity=1 lumo_energy_ev=0.90 charge=0
C -1.180 -3.523 0.672 -0.06
C -0.517 -2.545 -0.260 -0.28
C 0.837 -2.225 -0.125 -0.05
C 1.400 -1.128 -0.743 -0.03
C 0.648 -0.381 -1.640 -0.36
O 1.322 0.584 -2.342 0.03
C -0.705 -0.645 -1.776 -0.04
C -1.251 -1.759 -1.136 -0.04
H -0.622 -4.461 0.676 0.08
H -2.198 -3.766 0.395 0.07
H -1.175 -3.132 1.683 0.08
H 1.458 -2.885 0.463 0.11
H 2.464 -0.930 -0.642 0.12
H 0.735 1.314 -2.587 0.10
H -1.355 -0.010 -2.360 0.11
H -2.292 -1.948 -1.379 0.11
C -0.386 2.428 -0.096 -0.11
C 0.755 2.113 0.905 -0.29
C 0.469 2.906 2.177 -0.13
H -1.294 2.204 0.464 0.08
H -0.406 1.716 -0.919 0.01
H -0.395 3.426 -0.528 0.08
H 0.845 1.034 1.019 0.09
H 1.709 2.379 0.427 0.10
H -0.187 3.753 2.004 0.06
H -0.045 2.276 2.919 0.07
H 1.365 3.204 2.730 0.07

=====

x:
27
Properties=species:S:1:pos:R:3:lowdin_charge:R:1 method="wB97M-V/def2-TZVPD" smiles=Cc1ccc(O)cc1.CCC gap_ev=9.337 homo_energy_ev=-8.45 multiplicity=1 lumo_energy_ev=0.89 charge=0
C -0.973 1.016 3.172 -0.05
C -0.838 1.424 1.695 -0.28
C -1.734 2.212 1.033 -0.04
C -1.501 2.521 -0.333 -0.02
C -0.320 2.122 -0.889 -0.31
O 0.175 2.835 -1.987 0.01
C 0.686 1.392 -0.223 -0.02
C 0.391 1.109 1.088 -0.06
H 0.009 0.711 3.525 0.06
H -1.647 0.154 3.091 0.08
H -1.347 1.715 3.915 0.07
H -2.593 2.653 1.520 0.11
H -2.183 3.101 -0.934 0.11
H -0.457 3.051 -2.681 0.10
H 1.586 1.116 -0.744 0.11
H 1.056 0.541 1.726 0.11
C 0.774 -3.644 -0.661 -0.13
C 0.317 -2.151 -0.947 -0.28
C 1.416 -1.597 -1.864 -0.14
H 1.142 -4.092 -1.576 0.06
H 1.488 -3.623 0.164 0.06
H -0.014 -4.295 -0.263 0.06
H 0.319 -1.741 0.051 0.08
H -0.606 -2.220 -1.520 0.10
H 1.386 -2.130 -2.811 0.07
H 2.376 -1.585 -1.353 0.08
H 1.095 -0.595 -2.194 0.05

=====

Most stable pick: w. Distance to second place: 0.693 eV.

=====

w:
9
Properties=species:S:1:pos:R:3:lowdin_charge:R:1 method="wB97M-V/def2-TZVPD" smiles="O=C(F)[C@@H]1CO1" gap_ev=11.889 homo_energy_ev=-11.05 multiplicity=1 lumo_energy_ev=0.83 charge=0
O -0.388 0.455 -2.404 0.16
C -0.437 0.491 -1.219 -0.34
F -1.434 1.160 -0.558 0.08
C 0.589 -0.123 -0.154 -0.22
C -0.029 -0.520 1.100 -0.08
O 0.669 0.684 0.933 -0.01
H 1.424 -0.637 -0.546 0.14
H -1.027 -0.234 1.210 0.10
H 0.633 -1.276 1.638 0.15

=====

x:
9
Properties=species:S:1:pos:R:3:lowdin_charge:R:1 method="wB97M-V/def2-TZVPD" gap_ev=10.673 homo_energy_ev=-10.25 multiplicity=1 lumo_energy_ev=0.42 charge=0
C -0.120 2.415 -0.517 -0.29
C 0.041 -2.273 0.476 -0.17
C 0.744 -1.050 0.900 0.02
O -1.271 2.148 -0.539 0.13
O 0.301 -1.095 -0.300 -0.02
F 0.244 3.715 -0.397 0.06
H 0.429 -3.244 0.185 0.09
H -1.004 -2.390 0.750 0.09
H 0.636 1.773 -0.558 0.08

=====

Most stable pick: w. Distance to second place: 2.400 eV.

=====

w:
9
Properties=species:S:1:pos:R:3:lowdin_charge:R:1 method="wB97M-V/def2-TZVPD" gap_ev="10.052 / 6.644" homo_energy_ev="-11.24 / -9.08" multiplicity=1 lumo_energy_ev="-1.19 / -2.44" charge=0
C 0.189 1.449 0.470 -0.03
C -0.583 0.451 0.680 0.07
C 0.328 -1.235 -0.116 -0.49
O 1.057 -1.551 0.744 0.20
O -0.356 -1.120 -1.058 0.14
F -0.297 -2.104 -2.765 -0.13
H -0.031 2.450 0.998 0.10
H 1.005 1.661 -0.193 0.07
H -1.310 -0.002 1.242 0.07

=====

x:
9
Properties=species:S:1:pos:R:3:lowdin_charge:R:1 method="wB97M-V/def2-TZVPD" smiles="C=CC(=O)OF" gap_ev=10.955 homo_energy_ev=-11.15 multiplicity=1 lumo_energy_ev=-0.20 charge=0
C 1.659 0.195 0.124 0.08
C 0.455 -0.341 -0.030 -0.09
C -0.820 0.362 0.182 -0.46
O -1.027 1.474 0.525 0.17
O -1.691 -0.713 -0.083 0.03
F -3.122 -0.555 -0.183 -0.02
H 2.583 -0.360 -0.275 0.11
H 1.733 1.199 0.352 0.05
H 0.230 -1.261 -0.612 0.13

=====

Most stable pick: x. Distance to second place: 1.731 eV.

=====

w:
30
Properties=species:S:1:pos:R:3:lowdin_charge:R:1 method="wB97M-V/def2-TZVPD" smiles=O.O.O.O.O.O.O.O.O.O gap_ev=9.871 homo_energy_ev=-10.31 multiplicity=1 lumo_energy_ev=-0.44 charge=0
O 9.974 23.754 -12.574 0.00
H 9.543 23.796 -11.706 0.09
H 10.697 24.278 -12.453 -0.05
O 13.452 21.411 -16.939 -0.10
H 14.220 21.307 -16.321 -0.02
H 13.548 20.860 -17.743 0.04
O 10.790 21.275 -12.295 -0.09
H 11.367 20.893 -12.991 -0.02
H 10.707 22.209 -12.531 -0.04
O 12.968 23.323 -14.035 -0.01
H 13.723 23.632 -14.499 0.05
H 12.851 23.864 -13.232 0.04
O 15.446 20.959 -15.195 -0.02
H 15.190 20.325 -14.555 0.03
H 15.616 21.700 -14.593 0.07
O 13.813 22.511 -10.846 -0.04
H 13.556 21.611 -11.219 0.09
H 14.072 22.160 -10.017 0.03
O 12.349 24.809 -11.573 -0.06
H 12.681 24.071 -11.030 0.04
H 11.771 25.302 -10.980 0.09
O 10.393 22.977 -15.552 0.00
H 11.291 23.164 -15.453 -0.03
H 10.241 22.351 -14.898 -0.02
O 12.680 20.474 -14.060 -0.06
H 13.123 20.049 -13.315 0.05
H 12.768 21.451 -13.952 0.01
O 14.752 25.504 -10.631 -0.07
H 14.358 25.670 -9.761 0.04
H 13.976 25.368 -11.181 -0.03

=====

x:
30
Properties=species:S:1:pos:R:3:lowdin_charge:R:1 method="wB97M-V/def2-TZVPD" smiles=O.O.O.O.O.O.O.O.O.O gap_ev=10.156 homo_energy_ev=-10.54 multiplicity=1 lumo_energy_ev=-0.38 charge=0
O 5.038 15.603 49.393 -0.07
H 4.851 15.795 50.362 0.03
H 4.504 16.138 48.822 0.01
O 1.207 15.653 55.704 -0.06
H 0.756 16.259 56.149 -0.07
H 1.862 16.143 55.022 0.05
O 4.511 14.990 52.785 -0.10
H 4.658 15.760 53.449 0.11
H 5.444 15.061 52.420 0.12
O 2.880 16.466 51.601 -0.14
H 3.175 15.915 52.381 0.00
H 2.132 15.816 51.254 0.10
O 0.258 14.582 51.051 -0.06
H -0.622 14.857 51.284 0.03
H 0.550 15.028 50.228 -0.02
O 0.978 15.750 48.713 -0.01
H 0.690 15.178 48.051 0.03
H 0.820 16.619 48.318 0.08
O 2.997 17.051 54.248 -0.06
H 3.741 17.186 54.803 0.07
H 2.925 18.046 54.157 0.14
O 4.146 18.811 50.591 -0.10
H 4.823 18.670 49.969 -0.02
H 3.708 17.972 50.998 0.03
O 2.570 13.269 53.078 -0.06
H 2.829 12.674 53.798 0.04
H 3.263 13.929 53.023 -0.05
O 0.483 18.082 53.485 -0.03
H -0.284 17.555 53.631 0.03
H 1.152 17.408 53.599 -0.02

=====

Most stable pick: w. Distance to second place: 1.418 eV.